1.
C2H4N4O2 in the gas phase at a distorted geometry, computed with wB97M-V/def2-TZVPD.

Results
E_LUMO (eV): -0.017
HOMO (eV): -9.4
SMILES: Nn1c(=O)ncn1O

Cartesian coordinates (Å):
C  0.341  -1.675  0.170
C  -1.412  -0.364  -0.180
H  -0.168  2.418  -0.408
H  -0.822  1.735  0.978
H  2.478  0.412  0.250
H  0.933  -2.513  0.093
N  -0.124  1.528  0.169
N  -0.351  0.453  -0.318
N  0.777  -0.361  0.155
N  -0.948  -1.629  -0.119
O  1.883  -0.015  -0.531
O  -2.588  0.012  -0.259

2.
A gas-phase ion, C8H8F2N2P (charge +1) at a distorted geometry, computed with wB97M-V/def2-TZVPD.

Results
E_LUMO (eV): -4.877
Total charge: +1
HOMO (eV): -12.6

Cartesian coordinates (Å):
C  -3.292  0.902  -0.743
C  -3.759  0.069  0.297
C  3.113  1.220  0.282
C  3.775  -0.045  -0.005
C  -1.945  0.671  -0.958
C  -2.670  -0.641  0.759
C  1.777  1.088  0.321
C  3.116  -1.132  -0.264
N  -1.567  -0.350  0.034
N  1.260  -0.086  -0.155
F  -0.031  -1.869  1.370
F  0.157  -2.115  -1.041
P  -0.035  -0.986  0.037
H  -3.885  1.674  -1.342
H  -4.699  -0.008  0.664
H  3.497  2.188  0.588
H  4.939  -0.033  0.101
H  -1.203  1.126  -1.685
H  -2.748  -1.294  1.520
H  1.173  1.792  0.626
H  3.028  -2.169  -0.406

3.
13 unconnected molecules or ions with the total composition H26O13 at a distorted geometry, computed with wB97M-V/def2-TZVPD.

Results
E_LUMO (eV): -0.343
HOMO (eV): -8.8

Cartesian coordinates (Å):
O  1.025  2.979  -0.430
H  0.914  3.884  -0.413
H  0.336  2.810  0.279
O  -2.364  -1.927  -0.508
H  -3.063  -1.498  0.040
H  -1.816  -2.448  0.222
O  -0.282  1.805  1.829
H  -1.317  1.751  2.009
H  0.371  1.702  2.560
O  0.701  -0.399  1.801
H  0.141  -0.991  1.483
H  0.218  0.339  1.200
O  -0.462  -3.176  0.965
H  0.204  -3.695  0.366
H  -0.004  -3.231  1.776
O  3.063  -0.495  1.223
H  2.228  -0.740  1.198
H  3.535  -0.849  0.493
O  -3.924  -0.266  0.305
H  -4.260  0.021  -0.543
H  -3.703  0.564  0.657
O  2.743  1.837  0.936
H  2.614  0.804  0.849
H  1.856  2.096  0.611
O  1.980  1.442  -2.408
H  1.440  1.488  -1.601
H  2.298  0.545  -2.444
O  -2.035  2.819  -0.364
H  -1.596  2.146  -0.631
H  -2.339  3.540  -1.165
O  -0.855  -2.650  -2.427
H  -1.502  -2.348  -1.728
H  -1.327  -3.279  -2.928
O  -0.613  0.070  -0.111
H  0.202  -0.251  -0.456
H  -1.066  -0.739  0.188
O  1.939  -0.935  -0.751
H  2.798  -0.859  -1.365
H  1.922  -1.862  -0.718

4.
A molecular structure, C3H6Br2O at a distorted geometry, computed with wB97M-V/def2-TZVPD.

Results
E_LUMO (eV): 0.643
HOMO (eV): -9.7

Cartesian coordinates (Å):
C  -1.712  0.357  -0.134
C  -1.134  -0.876  0.755
C  2.234  0.006  -0.499
O  -0.179  -1.569  0.591
Br  2.374  0.767  1.313
Br  1.610  1.309  -1.696
H  -1.152  1.283  -0.265
H  -2.488  0.632  0.454
H  -2.131  0.056  -1.162
H  -1.782  -0.955  1.581
H  3.233  -0.446  -0.624
H  1.127  -0.566  -0.313

5.
A molecular structure, C4H7NO2S at a distorted geometry, computed with wB97M-V/def2-TZVPD.

Results
E_LUMO (eV): 0.348
HOMO (eV): -9.4

Cartesian coordinates (Å):
C  1.758  -0.019  0.201
C  1.070  -1.110  -0.779
C  -0.306  -0.545  -1.084
C  -1.397  0.658  1.424
N  1.158  1.141  0.339
O  2.866  -0.291  0.662
O  -0.953  2.251  -0.603
S  -0.380  1.047  -0.084
H  1.688  -1.263  -1.677
H  0.891  -2.003  -0.160
H  -0.349  -0.422  -2.253
H  -1.130  -1.128  -0.843
H  -0.912  0.067  2.252
H  -1.768  1.649  1.604
H  -2.235  -0.033  1.003

6.
2 unconnected molecules or ions with the total composition C2H4O2P at a distorted geometry, computed with wB97M-V/def2-TZVPD.

Results
E_LUMO (eV): 4.053
Total charge: -1
HOMO (eV): -4.5

Cartesian coordinates (Å):
C  -1.783  -0.042  -0.027
C  -2.907  -0.494  -0.031
O  1.196  -1.062  -0.414
O  1.126  1.490  -0.133
P  1.801  0.209  -0.029
H  1.945  0.066  1.378
H  -0.888  0.485  -0.213
H  -3.802  -1.014  -0.227
H  3.312  0.361  -0.304

7.
A gas-phase ion, C2HOS2 (charge -1) at a distorted geometry, computed with wB97M-V/def2-TZVPD.

Results
E_LUMO (spin up / spin down) (eV): 3.195 / 3.194
Total charge: -1
HOMO (spin up / spin down) (eV): -3.7 / -3.7
SMILES: [O-]C(=S)C=S

Cartesian coordinates (Å):
C  -0.094  -0.713  0.172
C  -1.323  -1.055  -0.411
O  -1.849  -1.806  -1.163
S  -2.387  0.151  0.877
S  0.922  -1.876  0.783
H  0.157  0.330  0.292

8.
A molecular structure, C27H83N5O12 at a distorted geometry, computed with wB97M-V/def2-TZVPD.

Results
E_LUMO (eV): 0.220
HOMO (eV): -6.8

Cartesian coordinates (Å):
C  -3.530  -2.286  -0.832
C  -2.469  -1.418  -0.292
C  -3.075  -0.387  0.764
O  -4.026  0.570  0.166
C  -4.479  1.498  1.149
N  -1.564  -2.298  0.386
H  -4.044  -2.994  -0.169
H  -3.236  -2.994  -1.630
H  -4.333  -1.685  -1.096
H  -2.082  -0.773  -1.023
H  -2.263  0.110  1.054
H  -3.488  -0.812  1.573
H  -5.455  2.263  0.753
H  -3.666  2.043  1.560
H  -5.056  0.997  1.790
H  -2.125  -2.593  1.226
H  -0.778  -1.649  0.826
C  -4.546  0.814  -4.297
C  -4.085  -0.152  -3.262
C  -2.681  -0.670  -3.548
O  -2.632  -1.408  -4.644
C  -1.262  -1.751  -4.899
N  -4.097  0.550  -2.044
H  -4.633  0.204  -5.227
H  -3.767  1.510  -4.517
H  -5.535  1.306  -4.400
H  -4.813  -0.947  -2.918
H  -2.148  -1.228  -2.753
H  -2.152  0.373  -3.542
H  -0.614  -0.896  -4.886
H  -1.112  -2.511  -5.687
H  -0.907  -2.440  -4.184
H  -3.659  -0.044  -1.252
H  -5.127  0.715  -1.628
C  4.553  0.952  3.712
C  3.286  0.475  3.125
C  2.414  -0.149  4.305
O  3.094  -1.122  4.920
C  2.450  -1.653  6.022
N  2.694  1.460  2.265
H  4.331  1.964  4.407
H  5.343  1.158  2.815
H  4.888  0.217  4.408
H  3.416  -0.276  2.346
H  1.315  -0.435  3.978
H  2.279  0.615  5.128
H  3.080  -2.294  6.645
H  1.381  -1.883  5.863
H  2.311  -0.886  6.661
H  1.873  1.811  2.878
H  2.351  0.824  1.670
C  0.643  3.003  6.425
C  -0.815  2.546  6.247
C  -0.971  1.522  5.102
O  -0.443  2.150  3.921
C  -0.886  1.501  2.750
N  -1.308  1.932  7.437
H  0.664  3.754  7.093
H  0.975  2.924  5.432
H  1.127  2.214  6.821
H  -1.491  3.567  6.104
H  -2.087  1.350  5.151
H  -0.381  0.441  5.182
H  -2.017  1.674  2.726
H  -0.505  0.571  2.790
H  -0.534  2.147  1.911
H  -2.380  1.901  7.490
H  -1.023  2.477  8.305
C  3.945  -1.412  -1.737
C  3.301  -0.456  -2.795
C  2.073  -1.189  -3.466
O  2.386  -2.445  -4.044
C  3.166  -2.315  -5.198
N  2.989  0.772  -2.256
H  4.912  -1.014  -1.308
H  4.194  -2.481  -2.150
H  3.275  -1.583  -0.806
H  3.895  -0.125  -3.556
H  1.481  -0.526  -4.035
H  1.302  -1.376  -2.842
H  3.685  -3.037  -5.793
H  3.976  -1.703  -4.929
H  2.880  -1.660  -6.042
H  4.041  1.150  -2.008
H  2.414  1.324  -3.004
C  -0.960  -3.342  -4.070
O  0.082  -3.469  -4.924
H  -0.793  -2.508  -3.185
H  -1.039  -4.205  -3.519
H  -2.053  -3.416  -4.229
H  1.035  -3.353  -4.570
C  -2.597  2.926  -0.582
O  -1.941  2.485  -1.713
H  -3.413  3.357  -0.992
H  -1.973  3.512  -0.030
H  -3.198  2.199  0.011
H  -2.388  1.614  -1.783
C  0.147  0.194  -0.561
O  1.331  -0.434  -0.075
H  0.336  1.331  -0.525
H  -0.726  0.106  -0.127
H  0.175  -0.277  -1.568
H  1.910  -0.875  -0.799
C  1.126  2.029  -3.731
O  1.422  0.694  -4.045
H  2.005  2.616  -4.105
H  0.774  2.266  -2.608
H  0.211  2.283  -4.296
H  1.545  0.521  -4.959
C  1.390  4.178  0.485
O  2.362  4.947  -0.173
H  1.350  4.406  1.460
H  1.669  3.107  0.328
H  0.479  4.354  0.016
H  3.244  4.720  -0.177
C  1.143  -4.206  -0.718
O  -0.192  -4.576  -0.557
H  1.218  -3.023  -0.921
H  1.731  -4.655  -1.535
H  1.449  -4.348  0.358
H  -0.621  -3.788  -0.185
C  1.941  -1.443  1.744
O  0.620  -0.910  1.686
H  2.761  -0.745  1.289
H  1.752  -2.332  1.265
H  1.888  -1.281  2.776
H  0.647  -0.039  1.306

9.
A molecular structure, C3H3OS2 at a distorted geometry, computed with wB97M-V/def2-TZVPD.

Results
E_LUMO (spin up / spin down) (eV): 3.649 / 3.649
Total charge: -1
HOMO (spin up / spin down) (eV): -3.7 / -3.7

Cartesian coordinates (Å):
C  0.227  -0.394  0.294
C  1.274  -0.419  -0.654
C  -1.072  0.701  0.242
O  2.318  0.216  -0.654
S  0.791  -1.688  -1.672
S  0.243  -1.395  1.675
H  -1.402  0.907  -0.739
H  -0.701  1.636  0.534
H  -1.679  0.437  0.975

Per-record energy relative to the best compared isomer or geometry (same formula, charge and spin), kcal/mol: 108.1, 30.4, 179.3, 41.4, 76.2, 40.1, 14.2, 819.4, 29.3